# 1
15
Properties=species:S:1:pos:R:3 method="wB97M-V/def2-TZVPD" orbital_gap_ev=10.476 smiles="CC(=O)[C@H](C)P"
C 0.50 -1.04 -0.68
C 0.79 -1.32 0.75
C 0.27 1.43 -0.47
C -0.42 0.09 -0.81
O 1.03 -1.71 -1.54
P -1.96 0.02 0.50
H -0.22 -1.69 1.00
H 1.10 -0.55 1.41
H 1.40 -2.22 0.80
H 0.56 1.23 0.62
H 1.27 1.53 -0.91
H -0.30 2.31 -0.73
H -0.77 0.18 -1.85
H -2.13 1.39 0.23
H -1.13 0.34 1.67

=====

# 2
16
Properties=species:S:1:pos:R:3 method="wB97M-V/def2-TZVPD" orbital_gap_ev=9.147 smiles="O=C=C[C@@H]1N=CCS1.O=C=O"
C -0.71 -1.26 -0.28
C 0.98 1.57 -0.32
C 2.90 -0.92 0.09
C -1.96 -0.65 -0.87
C 0.14 1.65 0.67
C -0.81 0.60 1.07
N -0.17 -0.64 0.71
O 2.60 -1.81 -0.54
O 1.67 1.51 -1.27
O 3.19 -0.09 0.81
S -2.46 0.76 0.04
H -0.20 -2.02 -0.83
H -1.74 -0.30 -1.90
H -2.60 -1.54 -1.03
H 0.07 2.51 1.41
H -0.90 0.61 2.25

=====

# 3
20
Properties=species:S:1:pos:R:3 method="wB97M-V/def2-TZVPD" orbital_gap_ev=9.139
C -1.96 -1.34 1.20
C -0.33 1.05 -0.42
C 0.91 0.31 0.01
C 1.65 1.07 1.12
C 1.30 -0.81 -0.59
H -1.11 -0.73 1.89
H -3.03 -0.98 1.60
H -1.98 -2.47 1.23
H -1.89 -1.85 -1.22
H -2.16 1.11 -1.03
H 2.90 0.74 1.21
H 1.34 2.07 1.06
H 1.04 0.71 2.31
H 1.03 -1.26 -1.57
H 2.85 -1.25 0.64
H 2.68 -2.17 -0.87
N -2.07 -0.90 -0.37
N -1.46 0.31 -0.73
N 2.60 -1.33 -0.43
O -0.57 2.22 -0.30

=====

# 4
262
Properties=species:S:1:pos:R:3 method="wB97M-V/def2-TZVPD" orbital_gap_ev=9.143
C 2.79 4.25 -1.56
C 3.88 4.34 -0.53
C 3.97 5.65 0.23
O 4.06 6.73 -0.68
C 4.16 8.01 -0.09
N 3.89 3.21 0.45
H 2.85 5.06 -2.29
H 1.77 4.36 -1.10
H 2.85 3.32 -2.13
H 4.86 4.33 -0.98
H 4.85 5.69 0.85
H 3.10 5.78 0.90
H 3.20 8.48 0.06
H 4.72 8.63 -0.76
H 4.75 7.99 0.84
H 4.01 2.36 -0.12
H 3.05 3.22 1.00
C 5.59 -0.04 1.47
C 5.94 -1.08 2.54
C 6.54 -0.32 3.78
O 7.59 0.50 3.27
C 8.24 1.14 4.32
N 4.84 -1.88 3.02
H 5.22 0.86 1.91
H 4.82 -0.43 0.76
H 6.54 0.31 0.95
H 6.67 -1.75 2.06
H 6.91 -1.04 4.57
H 5.72 0.29 4.18
H 8.74 0.40 5.00
H 7.51 1.71 4.92
H 9.05 1.86 4.05
H 4.35 -2.25 2.19
H 4.18 -1.30 3.50
C -0.89 -1.95 5.45
C -0.52 -1.21 6.75
C 0.60 -0.20 6.52
O 1.71 -0.91 5.94
C 2.93 -0.18 5.96
N -1.71 -0.73 7.38
H -1.66 -2.68 5.65
H 0.03 -2.37 5.02
H -1.34 -1.30 4.70
H 0.12 -1.97 7.26
H 0.83 0.23 7.52
H 0.22 0.51 5.78
H 2.80 0.79 5.38
H 3.66 -0.81 5.43
H 3.24 -0.05 7.00
H -2.42 -0.41 6.71
H -1.65 -0.38 8.29
C -1.99 4.08 -1.97
C -1.93 5.43 -2.69
C -0.79 6.36 -2.29
O -0.64 6.51 -0.90
C 0.40 7.45 -0.61
N -1.97 5.26 -4.17
H -2.90 3.56 -2.31
H -1.92 4.17 -0.91
H -1.14 3.47 -2.29
H -2.85 5.93 -2.43
H -0.97 7.31 -2.85
H 0.10 5.99 -2.73
H 0.45 7.68 0.47
H 0.27 8.38 -1.14
H 1.31 6.98 -0.98
H -2.91 5.21 -4.53
H -1.42 4.48 -4.56
C 4.96 1.37 -3.08
C 4.43 0.07 -3.59
C 4.94 -1.10 -2.77
O 6.38 -1.09 -2.94
C 7.01 -1.99 -2.11
N 2.95 -0.02 -3.59
H 4.58 1.51 -2.08
H 4.61 2.19 -3.70
H 6.07 1.32 -3.11
H 4.74 -0.18 -4.66
H 4.46 -2.05 -3.05
H 4.68 -0.89 -1.73
H 7.09 -1.60 -1.08
H 7.99 -2.17 -2.53
H 6.63 -3.00 -2.08
H 2.51 0.45 -4.40
H 2.60 0.41 -2.74
C -0.21 2.86 3.62
C -0.80 3.60 2.43
C -1.92 4.57 2.86
O -2.91 3.74 3.43
C -4.01 4.52 3.78
N 0.23 4.23 1.59
H 0.56 3.50 4.03
H 0.47 2.04 3.33
H -0.98 2.65 4.33
H -1.26 2.86 1.79
H -2.47 5.08 2.03
H -1.66 5.37 3.54
H -3.83 5.23 4.55
H -4.80 3.82 4.12
H -4.43 5.03 2.91
H 0.60 5.02 2.10
H -0.12 4.69 0.78
C -4.20 0.22 4.06
C -4.21 -1.25 3.46
C -4.56 -2.11 4.62
O -4.76 -3.42 4.22
C -4.80 -4.35 5.34
N -5.27 -1.43 2.49
H -5.16 0.66 4.35
H -3.73 0.86 3.28
H -3.55 0.31 4.96
H -3.19 -1.40 3.12
H -5.48 -1.66 5.10
H -3.71 -1.95 5.30
H -5.59 -4.08 6.04
H -3.89 -4.42 5.92
H -5.00 -5.34 4.97
H -5.15 -2.43 2.19
H -5.40 -0.73 1.76
C -3.60 -7.35 -0.33
C -4.23 -7.26 1.10
C -3.81 -6.00 1.74
O -2.32 -5.93 1.85
C -1.74 -4.71 1.99
N -5.72 -7.26 1.10
H -4.14 -6.54 -0.94
H -3.81 -8.38 -0.66
H -2.53 -7.23 -0.26
H -3.89 -7.99 1.76
H -4.31 -5.89 2.78
H -4.19 -5.15 1.10
H -1.56 -4.14 1.08
H -0.76 -4.86 2.47
H -2.33 -4.01 2.62
H -6.05 -7.03 0.17
H -6.04 -8.20 1.33
C -3.70 1.41 -0.06
C -4.79 2.17 0.70
C -5.24 3.39 -0.04
O -5.64 2.96 -1.36
C -6.18 4.03 -2.10
N -5.87 1.18 1.02
H -4.01 0.97 -1.01
H -3.34 0.58 0.54
H -2.83 2.01 -0.32
H -4.42 2.52 1.68
H -4.46 4.12 -0.13
H -6.10 3.86 0.46
H -7.01 4.60 -1.57
H -6.63 3.62 -3.04
H -5.30 4.63 -2.33
H -6.32 0.99 0.13
H -6.46 1.59 1.73
C 2.92 -4.89 2.28
C 3.51 -4.51 0.91
C 3.06 -5.30 -0.24
O 3.41 -6.67 -0.17
C 2.34 -7.56 -0.15
N 3.27 -3.07 0.65
H 1.82 -4.73 2.21
H 3.42 -4.39 3.05
H 3.07 -5.95 2.52
H 4.57 -4.58 0.82
H 3.60 -4.90 -1.14
H 2.00 -5.20 -0.40
H 2.74 -8.50 -0.46
H 1.58 -7.21 -0.85
H 1.89 -7.73 0.77
H 2.24 -2.92 0.75
H 3.53 -2.89 -0.31
C 0.34 1.27 -0.72
C 1.19 0.38 0.17
C 0.12 -0.60 0.90
O 0.72 -1.57 1.70
C 1.49 -1.10 2.77
N 2.24 -0.19 -0.57
H -0.38 1.81 -0.12
H -0.36 0.70 -1.33
H 0.93 1.99 -1.29
H 1.58 1.10 0.90
H -0.41 -1.11 0.12
H -0.57 -0.05 1.55
H 2.36 -0.63 2.45
H 1.71 -1.98 3.38
H 0.85 -0.52 3.41
H 2.71 -0.89 -0.02
H 1.83 -0.75 -1.35
C -3.30 1.23 -4.18
C -3.38 1.29 -5.71
C -3.32 2.76 -6.16
O -3.36 2.87 -7.54
C -3.36 4.19 -7.93
N -2.32 0.53 -6.39
H -3.13 0.20 -3.84
H -4.27 1.59 -3.79
H -2.49 1.88 -3.89
H -4.31 0.85 -6.05
H -2.39 3.25 -5.78
H -4.10 3.38 -5.80
H -4.34 4.64 -7.66
H -3.22 4.19 -9.03
H -2.57 4.80 -7.47
H -2.62 0.46 -7.37
H -2.12 -0.31 -5.88
C -2.80 -2.02 -1.34
C -4.25 -2.17 -1.81
C -4.53 -2.83 -3.18
O -3.96 -2.15 -4.25
C -4.21 -2.70 -5.52
N -5.01 -2.94 -0.88
H -2.31 -1.17 -1.81
H -2.18 -2.85 -1.53
H -2.82 -1.81 -0.28
H -4.61 -1.16 -1.89
H -5.59 -2.86 -3.30
H -4.23 -3.90 -3.16
H -3.86 -3.74 -5.54
H -3.55 -2.10 -6.20
H -5.27 -2.59 -5.80
H -5.95 -2.96 -1.21
H -4.90 -2.73 0.10
C 2.15 4.15 -5.47
C 1.18 3.26 -6.34
C 0.99 1.88 -5.74
O 2.06 1.05 -6.13
C 1.56 0.17 -7.15
N -0.13 3.86 -6.33
H 1.93 5.20 -5.70
H 3.21 3.96 -5.55
H 1.89 3.97 -4.38
H 1.64 3.14 -7.33
H 0.05 1.40 -6.03
H 1.05 1.87 -4.65
H 0.65 -0.38 -6.80
H 2.30 -0.57 -7.49
H 1.22 0.80 -7.99
H -0.65 3.31 -7.03
H -0.09 4.83 -6.65
C 2.80 -5.00 6.28
C 3.63 -3.76 5.82
C 4.06 -2.99 7.01
O 4.79 -4.21 5.04
H 2.18 -4.74 7.15
H 3.58 -5.71 6.58
H 2.16 -5.37 5.47
H 3.08 -3.10 5.20
H 4.77 -2.20 6.74
H 4.51 -3.62 7.76
H 3.24 -2.45 7.41
H 5.03 -3.46 4.46
C 0.11 -2.67 -4.61
C 0.39 -2.72 -3.13
C 0.00 -4.02 -2.54
O 1.84 -2.59 -3.00
H 0.64 -3.47 -5.19
H 0.47 -1.70 -5.02
H -0.96 -2.77 -4.72
H -0.14 -1.92 -2.57
H -1.10 -4.24 -2.68
H 0.21 -3.95 -1.46
H 0.61 -4.79 -2.94
H 2.12 -1.68 -3.17

=====

no.,strongest force on any atom (eV/A)
1,3.06
2,3.31
3,6.17
4,3.34